12
Properties=species:S:1:pos:R:3 method="wB97M-V/def2-TZVPD" smiles="[H]/N=C/S(=O)(=O)SC" e_tot_ev=-29406.668 multiplicity=1 homo_energy_ev=-10.0 max_force_ha_per_bohr=0.143 total_charge=0 e_above_lowest_kcal_mol=89.0
H 0.980 -2.207 -1.647
H -1.104 -2.496 -0.831
H 1.828 1.206 0.201
C -0.487 -1.629 -0.569
S -0.309 1.543 -0.681
H 0.728 0.942 1.266
N 0.616 -1.451 -1.096
O -2.597 -0.117 -0.155
H 1.385 2.666 0.833
O -0.801 -0.096 1.913
S -1.221 -0.077 0.218
C 0.982 1.716 0.547

***

23
Properties=species:S:1:pos:R:3 method="wB97M-V/def2-TZVPD" smiles="CC1=C[C@H]1[n+]1ccccc1C" e_tot_ev=-12044.835 multiplicity=1 homo_energy_ev=-13.6 max_force_ha_per_bohr=0.107 total_charge=+1 e_above_lowest_kcal_mol=74.1
H -1.136 -1.961 -0.081
C 1.423 0.388 -1.957
H 1.139 -1.513 -0.968
C 0.105 1.232 2.753
C -0.465 -0.029 2.446
H -1.979 0.204 -2.309
N 0.426 0.200 0.299
H -1.116 -0.519 3.255
H -1.295 -1.163 -2.981
H -1.066 0.290 -4.040
H -1.272 -2.278 1.652
C -0.634 -1.993 0.811
C 0.843 1.434 0.565
C -1.052 -0.189 -2.961
H 1.276 1.919 -0.229
C 0.667 2.008 1.787
H 0.091 -2.708 0.585
H 0.017 1.738 3.673
C 0.163 0.009 -2.211
H 2.259 1.020 -2.085
C 0.745 -0.504 -0.940
H 1.127 2.983 1.783
C -0.267 -0.571 1.153